DFT (ωB97M-V/def2-TZVPD) results for a molecular structure, C36H64BN6O8P2S3SbTi in a non-equilibrium geometry.

Atoms and positions in Å:
Ti -0.621 1.642 -1.301
C 4.699 3.218 -0.693
C 4.100 1.875 -0.437
C 4.708 0.934 0.350
C 4.056 -0.291 0.599
N 2.908 -0.569 0.043
N 2.313 0.336 -0.733
B 0.915 -0.043 -1.267
N 1.019 -0.696 -2.666
N 1.669 -1.865 -2.624
C 1.749 -2.604 -3.691
C 1.162 -2.182 -4.910
C 0.516 -0.987 -4.975
C -0.126 -0.471 -6.217
C 0.436 -0.206 -3.782
S -0.318 1.308 -3.770
C 2.543 -3.900 -3.589
C 1.776 -5.050 -4.255
C 2.805 -4.246 -2.123
C 3.882 -3.687 -4.309
N 0.228 -0.981 -0.305
N -0.332 -2.099 -0.755
C -0.911 -2.910 0.084
C -0.803 -2.702 1.478
C -0.311 -1.514 1.946
C -0.218 -1.231 3.415
C 0.070 -0.555 0.983
S 0.244 1.117 1.244
C -1.700 -4.073 -0.495
C -1.730 -3.991 -2.022
C -3.137 -3.975 0.039
C -1.066 -5.400 -0.057
C 2.825 1.564 -0.964
S 1.863 2.659 -1.839
C 4.573 -1.333 1.589
C 4.386 -2.742 1.011
C 3.710 -1.188 2.853
C 6.048 -1.114 1.922
H 5.670 3.313 -0.210
H 4.029 3.995 -0.321
H 4.807 3.388 -1.766
H 5.678 1.148 0.776
H 1.242 -2.796 -5.797
H 0.028 -1.153 -7.051
H 0.280 0.512 -6.460
H -1.195 -0.341 -6.034
H 0.787 -5.164 -3.812
H 2.322 -5.984 -4.113
H 1.656 -4.889 -5.327
H 1.866 -4.319 -1.574
H 3.405 -3.472 -1.650
H 3.334 -5.199 -2.056
H 3.725 -3.442 -5.362
H 4.489 -4.592 -4.253
H 4.436 -2.868 -3.845
H -1.128 -3.461 2.178
H 0.113 -2.126 3.942
H -1.190 -0.947 3.818
H 0.483 -0.420 3.602
H -2.144 -3.041 -2.358
H -2.340 -4.802 -2.424
H -0.722 -4.069 -2.428
H -3.576 -3.016 -0.241
H -3.170 -4.065 1.126
H -3.745 -4.775 -0.388
H -0.016 -5.441 -0.352
H -1.587 -6.235 -0.528
H -1.123 -5.532 1.026
H 3.354 -2.879 0.696
H 4.633 -3.494 1.762
H 5.037 -2.887 0.146
H 2.669 -1.391 2.600
H 3.771 -0.173 3.252
H 4.034 -1.889 3.624
H 6.652 -1.123 1.012
H 6.402 -1.914 2.572
H 6.209 -0.166 2.440
O -4.189 3.749 -2.081
P -2.902 2.830 -2.000
O -1.708 3.547 -2.548
O -2.628 2.303 -0.612
O -3.302 1.580 -2.933
P -2.900 0.046 -2.507
O -4.169 -0.360 -1.600
O -2.797 -0.806 -3.696
O -1.736 0.133 -1.527
H -4.962 3.347 -1.657
H -4.752 -0.906 -2.149
O -0.358 3.751 -0.328
H -0.873 4.057 -1.114
H 0.507 4.160 -0.417
C -4.171 5.193 0.937
C -4.335 3.854 1.651
C -5.319 3.973 2.808
Sb -2.318 3.050 2.152
C -1.414 4.990 2.805
C 0.103 4.838 2.911
C -2.033 5.509 4.097
C -2.797 2.266 4.194
C -3.628 0.998 4.039
C -1.486 1.990 4.922
H -5.117 5.512 0.486
H -3.432 5.132 0.137
H -3.862 5.967 1.641
H -4.705 3.106 0.943
H -4.962 4.670 3.567
H -5.507 3.012 3.286
H -6.281 4.352 2.443
H -1.649 5.687 1.999
H 0.390 3.893 3.380
H 0.533 5.648 3.509
H 0.564 4.870 1.924
H -1.739 4.902 4.955
H -3.122 5.510 4.046
H -1.712 6.539 4.293
H -3.370 3.025 4.731
H -3.082 0.239 3.471
H -4.560 1.182 3.503
H -3.879 0.576 5.018
H -0.811 1.404 4.296
H -1.665 1.431 5.848
H -0.970 2.915 5.181

Summary:
E_tot: -5332.86851 Ha
⟨S²⟩: 2.0183
Charge: 0
Spin multiplicity: 3
Gap between HOMO and LUMO (spin up / spin down): 6.261 / 5.138 eV
LUMO (spin up / spin down): -0.420 / -1.546 eV

These are the Löwdin partial charges, in e, on atoms 1 to 2: 0.5753 -0.0579